{"formula": "C32H36N6O4", "method": "ωB97M-V/def2-TZVPD", "smiles": "COc1ccc(N(C(=O)Oc2c(C)cccc2C)c2ccnc(Nc3ccc(N4CCN(C)CC4)cc3)n2)c(OC)c1", "homo_lumo_gap_ev": 7.568, "spin_multiplicity": 1, "elements": ["C", "H", "O", "C", "C", "C", "C", "C", "C", "H", "H", "N", "C", "O", "O", "C", "C", "C", "C", "C", "C", "C", "H", "H", "H", "H", "H", "H", "C", "H", "H", "H", "C", "N", "C", "N", "C", "C", "H", "H", "N", "C", "C", "C", "C", "C", "C", "H", "H", "N", "C", "C", "N", "C", "H", "H", "H", "C", "C", "H", "H", "H", "H", "H", "H", "H", "H", "H", "H", "H", "O", "C", "H", "H", "H", "H", "H", "H"], "coordinates": [[8.463, 3.496, -2.429], [7.869, 4.409, -2.536], [7.982, 2.689, -1.380], [6.706, 2.225, -1.450], [6.297, 1.456, -0.358], [5.020, 0.927, -0.304], [4.143, 1.158, -1.379], [4.552, 1.922, -2.451], [5.828, 2.460, -2.500], [6.115, 3.056, -3.350], [3.860, 2.104, -3.258], [2.821, 0.622, -1.317], [1.818, 1.558, -1.125], [2.053, 2.737, -1.033], [0.607, 1.010, -1.115], [-0.501, 1.767, -0.740], [-0.573, 2.385, 0.507], [-1.750, 3.050, 0.832], [-2.821, 3.078, -0.041], [-2.738, 2.430, -1.260], [-1.579, 1.765, -1.626], [-1.458, 1.030, -2.923], [-1.209, -0.012, -2.729], [-2.388, 1.078, -3.483], [-0.658, 1.456, -3.528], [-3.581, 2.435, -1.935], [-3.728, 3.595, 0.236], [-1.825, 3.540, 1.792], [0.560, 2.321, 1.484], [1.020, 1.333, 1.480], [0.208, 2.542, 2.489], [1.328, 3.046, 1.214], [2.680, -0.760, -1.323], [1.539, -1.289, -0.915], [1.421, -2.616, -0.959], [2.379, -3.468, -1.352], [3.517, -2.927, -1.743], [3.738, -1.564, -1.770], [4.666, -1.145, -2.120], [4.281, -3.626, -2.063], [0.264, -3.219, -0.599], [-0.968, -2.676, -0.237], [-1.121, -1.364, 0.197], [-2.366, -0.870, 0.518], [-3.518, -1.663, 0.447], [-3.345, -2.991, 0.042], [-2.099, -3.484, -0.296], [-2.006, -4.515, -0.610], [-4.183, -3.668, -0.016], [-4.767, -1.103, 0.690], [-4.940, -0.173, 1.785], [-5.251, -0.924, 3.085], [-6.460, -1.712, 2.920], [-6.851, -2.364, 4.149], [-6.097, -3.082, 4.512], [-7.010, -1.609, 4.918], [-7.787, -2.898, 3.986], [-6.295, -2.661, 1.833], [-5.970, -1.892, 0.549], [-5.885, -2.565, -0.303], [-6.791, -1.194, 0.351], [-7.230, -3.213, 1.709], [-5.486, -3.384, 2.048], [-5.413, -0.209, 3.894], [-4.384, -1.560, 3.347], [-4.053, 0.441, 1.920], [-5.784, 0.481, 1.542], [-2.438, 0.165, 0.809], [-0.255, -0.733, 0.255], [0.284, -4.220, -0.747], [4.528, 0.177, 0.715], [5.363, -0.091, 1.815], [6.252, -0.654, 1.514], [5.668, 0.831, 2.320], [4.766, -0.696, 2.495], [7.009, 1.307, 0.436], [9.483, 3.759, -2.153], [8.473, 2.954, -3.380]], "atomic_forces_ev_per_a": [[0.079, 0.132, -0.183], [0.014, -0.039, -0.003], [-0.208, -0.201, 0.225], [-0.171, -0.100, 0.025], [0.110, -0.035, 0.130], [-0.129, 0.100, -0.185], [0.181, 0.084, 0.033], [0.018, -0.292, 0.332], [0.300, 0.182, -0.095], [0.067, 0.067, -0.068], [-0.098, 0.014, -0.067], [0.159, 0.258, 0.058], [0.129, 0.610, -0.039], [-0.178, -0.111, 0.000], [-0.481, 0.113, 0.052], [-0.438, 0.493, 0.076], [0.158, -0.192, -0.102], [-0.016, -0.056, -0.049], [-0.093, 0.028, 0.028], [0.068, 0.003, 0.068], [0.348, -0.083, 0.009], [0.036, -0.009, 0.032], [0.007, -0.107, -0.085], [-0.046, -0.010, -0.047], [0.036, -0.032, -0.097], [-0.073, -0.026, -0.093], [-0.080, 0.050, 0.023], [0.019, 0.036, 0.103], [0.071, 0.121, -0.023], [0.076, -0.068, 0.070], [-0.016, -0.049, 0.053], [0.037, -0.036, 0.062], [0.024, -1.005, -0.249], [-0.054, -0.274, 0.179], [0.737, 0.170, -0.286], [-0.156, -0.416, 0.063], [-0.124, 0.251, 0.018], [-0.069, 0.141, -0.001], [0.087, -0.003, -0.015], [0.109, 0.039, -0.037], [-0.064, -0.594, 0.025], [-0.394, 0.205, 0.084], [0.059, -0.085, 0.041], [-0.210, -0.124, 0.083], [0.418, -0.126, -0.185], [-0.181, 0.094, 0.113], [0.297, 0.130, -0.053], [0.004, -0.096, -0.051], [-0.082, -0.026, 0.019], [-0.414, 0.224, -0.146], [0.124, 0.005, 0.411], [0.008, 0.260, -0.147], [0.024, -0.003, -0.018], [0.023, 0.020, -0.051], [0.012, -0.015, 0.012], [-0.023, -0.021, 0.083], [-0.039, -0.049, 0.066], [-0.080, 0.100, -0.245], [-0.050, -0.312, 0.070], [-0.026, 0.035, -0.004], [-0.001, -0.101, -0.020], [0.035, -0.044, -0.006], [-0.052, 0.000, 0.009], [0.051, -0.013, 0.022], [-0.040, 0.030, 0.024], [-0.057, 0.034, -0.036], [0.066, 0.040, 0.057], [-0.012, 0.158, 0.001], [0.009, 0.099, 0.031], [0.081, 0.207, 0.030], [-0.110, 0.271, -0.424], [0.164, -0.075, 0.234], [-0.030, 0.032, 0.005], [-0.004, -0.033, -0.028], [0.085, 0.044, -0.018], [0.056, -0.051, 0.120], [-0.073, 0.007, -0.064], [-0.016, 0.024, 0.037]]}


{"formula": "C32H36N9O6ReS", "method": "ωB97M-V/def2-TZVPD", "charge": 3, "homo_lumo_gap_ev": [5.179, 5.648], "spin_multiplicity": 2, "elements": ["Re", "C", "N", "C", "C", "C", "C", "C", "C", "N", "C", "C", "C", "C", "C", "C", "N", "C", "C", "C", "C", "C", "N", "H", "H", "H", "H", "H", "H", "H", "H", "H", "H", "H", "H", "H", "H", "H", "H", "H", "H", "O", "N", "N", "O", "C", "C", "C", "C", "C", "C", "H", "H", "H", "H", "H", "C", "C", "S", "O", "O", "C", "C", "N", "C", "N", "C", "C", "N", "O", "O", "C", "H", "H", "H", "H", "H", "H", "H", "H", "H", "H", "H", "H", "H"], "coordinates": [[-1.258, -0.079, -0.601], [0.301, 2.454, -1.889], [-0.689, 1.448, -2.317], [-1.938, 2.122, -2.756], [-3.213, 1.562, -2.172], [-4.434, 2.077, -2.594], [-5.610, 1.586, -2.055], [-5.535, 0.557, -1.124], [-4.289, 0.090, -0.756], [-3.146, 0.595, -1.244], [-0.147, 0.646, -3.429], [-0.945, -0.620, -3.583], [-1.202, -1.207, -4.812], [-1.926, -2.390, -4.869], [-2.343, -2.964, -3.677], [-2.045, -2.329, -2.484], [-1.372, -1.173, -2.432], [-0.282, 3.266, -0.769], [-0.079, 4.635, -0.651], [-0.723, 5.319, 0.368], [-1.549, 4.616, 1.229], [-1.683, 3.247, 1.046], [-1.065, 2.605, 0.074], [0.576, 3.115, -2.718], [1.206, 1.950, -1.535], [-2.021, 2.079, -3.848], [-1.897, 3.182, -2.483], [-4.465, 2.854, -3.342], [-6.562, 1.996, -2.353], [-6.427, 0.122, -0.703], [-4.198, -0.732, -0.057], [0.892, 0.383, -3.201], [-0.144, 1.211, -4.370], [-0.831, -0.748, -5.715], [-2.155, -2.847, -5.819], [-2.892, -3.890, -3.667], [-2.349, -2.764, -1.540], [0.566, 5.144, -1.349], [-0.600, 6.386, 0.473], [-2.081, 5.111, 2.024], [-2.304, 2.655, 1.701], [-1.998, -1.727, 0.517], [-2.197, -1.646, 1.770], [-1.996, -0.505, 2.297], [-1.628, 0.504, 1.552], [-2.121, -0.326, 3.681], [-1.466, 0.748, 4.298], [-1.570, 0.908, 5.664], [-2.334, 0.021, 6.417], [-2.979, -1.044, 5.798], [-2.879, -1.230, 4.436], [-0.857, 1.427, 3.721], [-1.033, 1.708, 6.148], [-2.426, 0.163, 7.481], [-3.567, -1.732, 6.381], [-3.398, -2.047, 3.961], [7.637, -1.356, 0.430], [6.673, -0.218, 0.644], [4.925, -0.763, 0.785], [4.067, 0.078, -0.024], [4.538, -0.887, 2.161], [4.749, -2.433, 0.014], [3.485, -3.079, 0.562], [2.368, -2.156, 0.653], [1.625, -1.670, -0.357], [0.741, -0.768, 0.088], [0.980, -0.638, 1.428], [1.962, -1.511, 1.796], [2.325, -1.841, 3.154], [2.820, -2.921, 3.343], [2.001, -1.030, 3.978], [1.822, -2.080, -1.761], [8.644, -0.937, 0.362], [7.466, -1.892, -0.502], [7.633, -2.047, 1.271], [6.671, 0.493, -0.178], [6.846, 0.280, 1.596], [5.607, -3.037, 0.284], [4.726, -2.247, -1.056], [3.675, -3.444, 1.576], [3.197, -3.925, -0.068], [0.487, 0.082, 2.053], [2.223, -3.090, -1.815], [2.529, -1.402, -2.243], [0.882, -2.050, -2.300]], "atomic_forces_ev_per_a": [[0.011, 2.541, 2.737], [0.517, 0.374, 0.586], [-0.393, -1.207, 0.609], [-0.685, 0.240, -0.097], [-0.259, 0.215, -0.144], [0.155, -0.173, 0.121], [0.213, -0.068, 0.114], [0.201, 0.086, -0.103], [-0.536, -0.313, 0.229], [0.007, 0.189, -0.180], [0.304, -0.500, -0.364], [0.137, 0.249, -0.401], [0.056, 0.057, 0.341], [0.063, 0.086, 0.261], [0.186, 0.206, 0.048], [-0.384, -0.627, -0.010], [0.054, 0.065, 0.495], [0.251, 0.549, -0.286], [0.000, -0.430, -0.032], [-0.075, -0.024, 0.077], [0.165, -0.164, -0.208], [-0.477, 0.215, 0.692], [0.213, -1.954, -0.900], [-0.062, -0.182, -0.074], [-0.045, -0.110, -0.122], [0.111, 0.027, 0.151], [0.081, -0.171, -0.088], [0.076, 0.097, -0.069], [-0.104, 0.003, -0.072], [-0.005, -0.063, 0.091], [0.038, 0.095, 0.025], [-0.068, 0.066, 0.063], [0.028, 0.000, 0.227], [0.013, 0.142, -0.087], [-0.006, -0.074, -0.091], [-0.081, -0.125, 0.072], [-0.043, 0.054, 0.026], [0.070, 0.099, -0.106], [0.043, 0.075, 0.023], [-0.079, 0.005, 0.111], [-0.053, -0.028, 0.035], [0.867, 1.886, -2.838], [-0.054, 0.110, 2.296], [-0.108, -1.425, -1.714], [0.387, -0.579, -2.277], [-0.300, 0.323, 1.967], [-0.026, -0.291, -0.556], [-0.144, -0.246, 0.192], [0.089, 0.061, -0.257], [0.118, 0.174, 0.085], [0.101, 0.211, -0.457], [0.033, 0.048, -0.073], [-0.007, 0.118, 0.034], [0.013, -0.011, 0.151], [-0.104, -0.106, 0.096], [-0.009, -0.086, -0.065], [0.497, -0.107, -0.016], [-0.964, -0.294, -0.004], [0.243, -0.194, -0.809], [0.034, 0.329, -0.451], [0.461, -0.227, 0.639], [0.278, 0.948, 0.428], [0.637, -0.616, 0.047], [-0.792, 0.269, 0.199], [0.011, -0.355, -0.076], [-0.422, 0.223, -0.471], [0.762, -0.184, 1.085], [-1.034, 0.713, -0.663], [-0.309, 0.014, -0.369], [0.234, -0.416, 0.360], [-0.056, 0.404, 0.434], [0.100, 0.041, -0.053], [-0.078, -0.050, 0.054], [-0.055, -0.014, 0.014], [-0.002, -0.091, -0.014], [-0.027, 0.090, 0.009], [-0.050, 0.139, 0.000], [0.065, -0.159, -0.070], [0.069, -0.084, -0.098], [-0.158, 0.059, -0.440], [0.033, 0.080, 0.142], [-0.020, -0.115, 0.030], [-0.015, -0.013, -0.104], [0.079, -0.021, -0.037], [-0.019, -0.078, -0.056]]}


{"formula": "C32H37BN5O11", "method": "ωB97M-V/def2-TZVPD", "de_lowest_kj_mol": 149.9, "charge": 1, "homo_lumo_gap_ev": 7.170, "spin_multiplicity": 1, "elements": ["C", "O", "B", "O", "N", "C", "C", "C", "C", "C", "C", "C", "O", "H", "H", "H", "H", "H", "H", "H", "H", "H", "H", "H", "H", "H", "H", "H", "H", "H", "C", "C", "C", "C", "C", "C", "N", "O", "O", "H", "H", "H", "H", "H", "C", "C", "C", "C", "C", "C", "N", "O", "O", "H", "H", "H", "H", "H", "C", "C", "C", "C", "C", "C", "N", "O", "O", "H", "H", "H", "H", "H", "C", "C", "C", "C", "C", "C", "N", "O", "O", "H", "H", "H", "H", "H"], "coordinates": [[4.455, -3.677, 4.625], [3.364, -4.251, 3.874], [2.979, -3.492, 2.769], [2.385, -4.209, 1.716], [3.195, -1.991, 2.682], [4.152, -1.667, 1.858], [4.296, -0.122, 1.924], [3.666, 0.187, 3.341], [2.505, -0.902, 3.435], [1.273, -0.207, 2.751], [-0.128, -0.787, 3.178], [-0.503, -2.206, 2.585], [-1.022, -3.025, 3.642], [5.045, -4.533, 5.017], [5.152, -3.058, 4.027], [4.065, -3.115, 5.501], [2.609, -3.808, 0.870], [4.747, -2.389, 1.266], [3.932, 0.468, 1.065], [5.388, 0.067, 2.055], [3.377, 1.246, 3.427], [4.356, -0.057, 4.176], [2.353, -1.314, 4.450], [1.287, 0.851, 3.096], [1.422, -0.196, 1.658], [-0.231, -0.736, 4.288], [-0.894, -0.074, 2.790], [-1.356, -2.079, 1.886], [0.329, -2.706, 2.046], [-0.539, -2.842, 4.449], [1.399, -0.402, -4.663], [0.735, 0.776, -4.341], [0.237, 0.964, -3.060], [0.414, -0.033, -2.111], [1.070, -1.219, -2.425], [1.561, -1.400, -3.708], [-0.086, 0.175, -0.756], [-0.664, 1.211, -0.517], [0.108, -0.699, 0.074], [1.791, -0.544, -5.663], [0.609, 1.550, -5.087], [-0.279, 1.884, -2.819], [1.202, -1.999, -1.687], [2.075, -2.317, -3.966], [0.675, 7.413, -0.672], [1.876, 7.462, -1.369], [2.085, 6.623, -2.455], [1.080, 5.743, -2.834], [-0.122, 5.681, -2.139], [-0.321, 6.521, -1.053], [1.285, 4.874, -3.992], [2.349, 4.936, -4.567], [0.372, 4.139, -4.315], [0.513, 8.073, 0.172], [2.650, 8.157, -1.068], [3.022, 6.667, -2.993], [-0.902, 4.992, -2.432], [-1.255, 6.484, -0.505], [-4.325, 0.406, 2.347], [-3.980, 1.120, 1.206], [-3.956, 2.507, 1.233], [-4.276, 3.167, 2.411], [-4.631, 2.465, 3.556], [-4.655, 1.077, 3.519], [-4.225, 4.628, 2.450], [-3.927, 5.211, 1.427], [-4.477, 5.175, 3.501], [-4.337, -0.678, 2.324], [-3.725, 0.594, 0.295], [-3.685, 3.054, 0.341], [-4.885, 2.981, 4.472], [-4.927, 0.519, 4.406], [-4.046, -5.378, -2.832], [-3.775, -4.020, -2.962], [-2.649, -3.600, -3.654], [-1.804, -4.550, -4.214], [-2.062, -5.908, -4.085], [-3.189, -6.320, -3.388], [-0.630, -4.110, -4.965], [-0.421, -2.915, -5.043], [0.072, -4.960, -5.470], [-4.930, -5.702, -2.296], [-4.445, -3.290, -2.526], [-2.444, -2.542, -3.751], [-1.401, -6.647, -4.518], [-3.402, -7.375, -3.283]], "atomic_forces_ev_per_a": [[0.377, -0.650, 1.242], [0.153, 2.306, -1.714], [-1.316, -3.288, 0.527], [1.413, 1.424, 1.391], [1.002, -1.778, -1.808], [-1.616, 2.778, 0.899], [1.973, -0.718, 1.497], [-0.200, -1.079, -0.080], [0.928, 2.214, -0.331], [-0.825, -0.855, 0.935], [0.153, 0.389, -1.372], [-0.511, 0.804, 0.981], [0.109, -0.153, -0.618], [-0.419, 0.587, -0.246], [-0.523, -0.256, 0.234], [0.272, -0.197, -0.607], [-0.604, 0.009, -0.300], [-0.538, 0.400, 0.423], [-0.052, -0.569, 0.376], [-0.619, 0.096, -0.652], [-0.201, -0.688, 0.029], [0.090, 0.317, -0.782], [-0.200, 0.461, -0.488], [0.111, -0.745, -0.199], [-0.209, -0.119, 0.557], [0.191, -0.340, -0.694], [0.566, -0.379, 0.333], [0.757, -0.152, 0.252], [-0.338, 0.309, 0.330], [0.104, -0.028, 0.121], [0.003, 0.064, 0.093], [0.094, -0.219, -0.033], [-0.098, 0.188, 0.008], [0.214, -0.104, -0.556], [0.159, -0.144, -0.004], [0.054, 0.240, 0.113], [-0.080, 0.151, -0.268], [-0.111, 0.128, 0.156], [0.023, -0.279, -0.025], [-0.053, -0.022, 0.037], [-0.013, 0.031, 0.099], [0.029, -0.076, 0.106], [-0.134, 0.110, 0.060], [-0.065, 0.014, 0.005], [0.022, -0.020, -0.023], [-0.184, -0.113, 0.015], [0.145, 0.059, -0.026], [-0.132, 0.428, 0.559], [-0.117, -0.062, 0.023], [0.162, 0.048, -0.024], [0.098, 0.008, -0.082], [0.137, -0.010, -0.030], [-0.198, -0.216, -0.008], [0.001, -0.028, -0.037], [-0.010, -0.035, -0.045], [-0.115, -0.115, -0.102], [0.126, 0.003, -0.129], [0.018, -0.025, -0.045], [0.020, 0.022, 0.001], [-0.035, -0.030, 0.198], [0.068, 0.009, -0.157], [-0.019, -0.742, -0.022], [-0.026, -0.016, 0.153], [0.090, 0.042, -0.188], [-0.011, 0.243, 0.012], [0.079, 0.009, -0.185], [-0.041, 0.002, 0.172], [-0.025, 0.043, 0.005], [-0.003, 0.063, 0.009], [-0.029, 0.126, 0.137], [0.038, 0.139, -0.133], [-0.010, 0.055, -0.017], [0.019, 0.000, -0.005], [0.092, -0.181, -0.037], [-0.038, 0.151, 0.042], [-0.583, -0.195, 0.361], [0.041, -0.153, -0.034], [-0.027, 0.212, 0.031], [0.063, -0.016, -0.114], [-0.083, 0.112, -0.033], [0.113, -0.124, -0.003], [0.040, 0.012, -0.022], [0.039, -0.003, -0.037], [0.128, -0.091, -0.119], [0.061, 0.171, -0.059], [0.038, 0.032, -0.028]]}


Q: Number 3 is which compound?
A: C32H37BN5O11